20
Properties=species:S:1:pos:R:3:forces:R:3 method="wB97M-V/def2-TZVPD" total_energy_ev=-15325.3355 homo_energy_ev="-8.06 / -6.29" homo_lumo_gap_ev="8.080 / 6.653" de_lowest_kcal_mol=119.2
C -1.561077 -0.456633 -2.275942 0.89 -0.82 2.54
C 0.716332 0.437654 2.237909 0.46 -1.12 0.21
H -1.232040 0.998459 2.353620 -1.30 0.19 0.45
H -1.713750 -2.102727 1.398952 0.15 -0.85 -0.06
C 2.007316 0.579988 1.409095 -0.52 2.01 -0.94
H -1.401509 0.410884 -4.103481 0.14 0.11 -0.58
H 0.887831 -0.422518 2.927365 -0.78 -0.54 -1.15
H 2.772912 0.291196 2.090035 0.90 -0.55 0.26
H 2.226826 1.719628 1.300824 -0.55 -1.60 -0.33
H 0.719714 1.118978 3.048974 0.31 1.69 0.44
C 2.139053 -0.161075 0.082829 1.13 -0.10 2.01
C -0.665882 0.571468 1.564924 1.13 0.08 -1.42
H -2.993919 -0.311099 -3.767750 1.23 -0.57 -0.35
C -1.874077 -0.463403 -3.678210 -1.26 1.12 0.45
H 3.026220 -0.807522 0.052548 -0.57 0.10 -0.30
H -0.635602 1.360237 0.729053 0.14 -0.95 1.21
H 1.728775 0.147878 -0.845414 -0.55 0.32 -0.44
C -1.241853 -0.631908 -1.098209 -1.08 -0.31 -1.62
H -1.469511 -1.373856 -4.086096 -0.26 -0.28 -0.60
Si -1.435758 -0.905630 0.658973 0.39 2.09 0.21

---

26
Properties=species:S:1:pos:R:3:forces:R:3 method="wB97M-V/def2-TZVPD" total_energy_ev=-17269.0593 homo_energy_ev=-8.68 homo_lumo_gap_ev=8.858 de_lowest_kcal_mol=13.9 smiles=COc1cc(C)nnc1B(O)O.C
H 0.130650 2.940061 3.121820 -0.33 -0.66 -0.59
H -0.422489 3.461068 -1.671518 0.07 -1.33 0.52
O 1.986138 2.845979 -1.530929 2.18 2.71 -1.21
H 0.850371 -4.088591 0.628110 0.80 0.61 -0.16
H -0.049612 -0.902910 2.401965 0.91 0.40 -1.57
H 1.827248 3.757521 -1.910907 0.22 -1.69 0.68
H -0.147655 -0.130984 -2.955932 -2.13 -0.73 -0.86
O 0.665909 1.728095 1.613657 0.59 -0.29 -2.25
H -1.663526 0.700542 -2.934245 -0.92 1.24 0.26
N 1.343963 -0.452350 -1.212959 0.64 2.76 0.37
C 0.442221 -0.695355 1.391483 -0.05 -0.62 0.36
C 0.600837 -3.137476 1.100218 -3.64 -0.37 1.74
C 0.075246 1.858374 2.847433 0.56 0.84 2.28
C 0.840133 -1.787910 0.529289 0.22 0.63 1.53
N 1.408536 -1.634918 -0.632167 -0.81 -0.82 -0.29
H -1.677183 -0.970846 -2.470730 -0.33 -0.63 0.68
C -1.297007 -0.257707 -3.159120 2.96 0.12 0.06
C 1.088962 0.665710 -0.507643 -0.01 -1.03 1.13
H -0.968647 1.535571 2.909202 0.20 -0.22 -0.10
H -0.595291 -3.189346 1.061371 2.18 -0.03 0.19
H -1.568937 -0.545550 -4.164326 0.28 -0.03 -0.28
H 0.775022 -3.104304 2.223663 0.16 -0.44 -1.46
C 0.761448 0.548045 0.922090 -0.56 0.48 -0.69
B 0.946593 2.137646 -1.170268 -0.70 -2.29 0.74
O -0.317610 2.545520 -1.302797 -1.81 1.81 -0.60
H 0.723438 1.428397 3.648706 -0.69 -0.40 -0.46